[1]
{
  "formula": "C14H16",
  "method": "ωB97M-V/def2-TZVPD",
  "elements": ["C", "C", "C", "C", "C", "C", "C", "H", "H", "H", "H", "H", "H", "H", "H", "C", "C", "C", "C", "C", "C", "C", "H", "H", "H", "H", "H", "H", "H", "H"],
  "coordinates": [[-3.5622, -2.0824, 3.6717], [-1.5096, 0.4952, 0.9868], [-1.3588, 0.7285, 2.3225], [-2.4077, -0.4913, 0.5749], [-2.0257, -0.0646, 3.2618], [-3.1415, -1.1823, 1.4987], [-2.7977, -1.1313, 2.8789], [-1.0144, 1.2972, 0.3534], [-0.8171, 1.5655, 2.7746], [-2.6950, -0.6493, -0.4898], [-1.9593, 0.0048, 4.4933], [-3.8826, -1.9918, 1.2453], [-4.6251, -1.8159, 3.4939], [-3.5447, -1.8555, 4.7639], [-3.3541, -3.1949, 3.6883], [4.7470, 1.3643, -2.3358], [0.6106, -0.0109, -2.2605], [0.8668, 1.4221, -2.2845], [1.6558, -0.9066, -2.2303], [2.2270, 1.8270, -2.4130], [2.9570, -0.4166, -2.4719], [3.2773, 0.8977, -2.4667], [-0.5033, -0.3086, -2.3807], [0.0343, 2.1750, -2.3319], [1.5174, -1.9899, -2.1925], [2.4258, 2.9137, -2.4601], [3.7195, -1.1419, -2.7555], [4.5994, 2.4050, -2.1889], [5.3162, 1.1350, -3.3194], [5.2449, 1.0028, -1.4264]],
  "forces_ev_per_angstrom": [[-1.55, -0.55, 3.46], [0.65, 1.84, -0.84], [-0.29, 0.35, 2.16], [-0.94, 0.38, -1.72], [0.35, -1.02, 3.92], [0.55, -2.01, 0.76], [-0.65, 0.59, -2.72], [-0.68, -1.68, 0.19], [0.12, -0.20, -0.75], [0.60, 0.34, 0.79], [0.33, 0.40, -3.40], [0.82, 1.13, -0.21], [0.33, -0.98, -0.30], [0.52, 0.08, -0.46], [-0.16, 1.33, -0.89], [-0.78, -0.85, -1.90], [-2.28, 2.08, 0.00], [1.04, -1.34, -0.92], [0.55, 0.18, -1.18], [-1.58, 0.51, 0.59], [-0.54, -2.16, 0.15], [0.62, 1.31, 0.62], [2.10, 0.18, 0.71], [0.97, -0.97, 0.12], [-0.19, 0.41, -0.10], [0.07, -0.69, 0.13], [0.09, 0.02, 0.65], [0.67, 1.23, -0.19], [-0.62, 0.46, 1.86], [-0.15, -0.34, -0.53]],
  "smiles": "Cc1ccccc1.Cc1ccccc1",
  "relative_energy_kj_mol": 208.3
}

***

[2]
{
  "formula": "C14H16",
  "method": "ωB97M-V/def2-TZVPD",
  "elements": ["C", "C", "C", "C", "C", "C", "C", "H", "H", "H", "H", "H", "H", "H", "H", "C", "C", "C", "C", "C", "C", "C", "H", "H", "H", "H", "H", "H", "H", "H"],
  "coordinates": [[1.1716, -1.7897, -4.8159], [-0.0394, -0.8343, -1.3470], [0.7478, -1.0791, -2.4596], [-1.3997, -1.1017, -1.4609], [0.2834, -1.7002, -3.6152], [-1.8953, -1.7580, -2.5740], [-1.0408, -2.1198, -3.6054], [0.3154, -0.3173, -0.4688], [1.7931, -0.7769, -2.4199], [-2.0832, -0.7702, -0.6910], [-2.9309, -2.0652, -2.5983], [2.2100, -1.9213, -4.5183], [1.1357, -0.8612, -5.3845], [-1.4215, -2.7040, -4.4337], [0.9472, -2.6469, -5.4604], [2.4788, 2.4487, 2.7818], [-0.9047, 0.9630, 1.8452], [-1.4814, 0.8301, 3.1021], [0.3951, 1.4447, 1.7290], [1.1043, 1.8662, 2.8447], [-0.7754, 1.2019, 4.2369], [0.4957, 1.7460, 4.0971], [-1.5371, 0.8522, 0.9735], [-2.5393, 0.6145, 3.1617], [0.7984, 1.6717, 0.7502], [-1.2061, 1.1599, 5.2262], [2.5777, 3.2869, 3.4731], [2.7601, 2.8454, 1.8065], [1.0612, 2.0257, 4.9768], [3.2578, 1.7312, 3.0418]],
  "forces_ev_per_angstrom": [[0.37, -0.53, -0.05], [-0.90, 0.31, -0.72], [1.00, 0.11, 0.32], [-0.08, 0.12, 0.27], [-0.27, 0.22, 0.52], [0.22, -0.45, 0.19], [-0.13, 0.04, -0.38], [0.30, -0.11, 0.01], [-0.07, -0.05, -0.06], [-0.01, -0.20, 0.16], [-0.10, 0.10, -0.10], [0.11, 0.05, 0.12], [-0.15, -0.06, -0.18], [-0.06, 0.10, -0.13], [-0.23, 0.29, 0.01], [0.54, 0.42, -0.19], [-0.05, 0.41, 0.36], [-0.30, 0.40, -0.19], [-0.18, 0.54, -0.22], [-0.21, -0.24, 0.49], [0.43, 0.34, -0.14], [0.09, -0.60, -0.11], [0.21, -0.29, -0.10], [0.02, -0.38, 0.13], [0.10, -0.24, -0.10], [-0.19, -0.13, 0.01], [-0.05, -0.07, 0.11], [-0.25, -0.11, -0.18], [-0.06, 0.16, 0.06], [-0.09, -0.16, 0.09]],
  "smiles": "Cc1ccccc1.Cc1ccccc1",
  "relative_energy_kj_mol": 31.0
}

***

So what do the calculations give for HOMO-LUMO gap? Going down the list: 9.86; 9.93 eV.
So what do the calculations give for LUMO? Going down the list: 1.0; 0.9 eV.